[1]
Molecular formula: C2H6N2OS
Method: DFT, ωB97M-V/def2-TZVPD

Its LUMO energy is 0.014 hartree. The total charge is 0. The value obtained for the frontier orbital gap is 0.3425 Ha. The energy is -662.59620 Ha. For the max |F|, the calculation gives 7.99 eV/Å. The calculation puts the HOMO energy at -8.93 eV.

Each line ends with the Mulliken charge.
Element x y z (Å)
1 C 1.7232 1.6226 -0.6773  -0.705
2 C 0.2526 -0.0399 -0.7018  0.615
3 H 1.4595 2.4182 -1.4756  0.248
4 H 2.6300 2.4115 -0.1921  0.241
5 H 2.1244 0.7125 -1.6416  0.325
6 H 0.6041 -1.2260 -2.4214  0.185
7 H -1.1341 -1.6515 -0.5323  0.295
8 H -0.3796 -0.8859 2.1910  0.153
9 N 0.8256 -0.4167 -1.8512  -0.620
10 N -0.6068 -0.8907 0.0180  -0.365
11 O 0.7150 1.0351 0.0486  -0.266
12 S -1.5257 -0.6503 1.5494  -0.106

=====

[2]
Molecular formula: C7H17N
Method: DFT, ωB97M-V/def2-TZVPD

Its LUMO energy is 0.042 hartree. The structure (SMILES) is CCCN(CC)CC. The total charge is 0. The value obtained for the frontier orbital gap is 0.3346 Ha. The energy is -331.54964 Ha. For the max |F|, the calculation gives 4.77 eV/Å. The calculation puts the HOMO energy at -7.97 eV.

Each line ends with the Mulliken charge.
Element x y z (Å)
1 C 1.9135 1.8892 -2.1150  -1.086
2 C 1.6545 0.7858 -1.0923  -0.060
3 C 0.0613 0.8927 -0.9030  -1.052
4 N -0.4628 0.0332 0.1854  0.492
5 C -1.4389 -0.9861 -0.2049  -0.761
6 C -1.0616 -2.4950 0.0168  -1.017
7 C -0.4154 0.5543 1.5150  -0.446
8 C -0.2989 -0.6188 2.5977  -0.798
9 H 1.1209 2.6870 -1.9727  0.329
10 H 2.8913 2.4795 -1.7452  0.270
11 H 1.7075 1.6203 -3.1313  0.364
12 H 1.8262 -0.2046 -1.4535  0.219
13 H 2.1517 0.8643 -0.0176  0.255
14 H -0.1439 2.0235 -0.6951  0.298
15 H -0.4403 0.8231 -1.9587  0.280
16 H -1.8210 -0.9155 -1.2605  0.355
17 H -2.4876 -0.7299 0.2809  0.246
18 H -0.0211 -2.7262 -0.4592  0.202
19 H -1.1065 -2.6566 1.0177  0.392
20 H -1.5241 -3.2369 -0.5923  0.398
21 H 0.6032 1.0237 1.4390  0.210
22 H -1.2516 1.2172 1.8779  0.301
23 H -0.7276 -0.3809 3.6241  0.301
24 H 0.7924 -0.7699 2.6644  0.256
25 H -0.8167 -1.4825 2.1986  0.051

=====

[3]
Molecular formula: C6H14IN2
Method: DFT, ωB97M-V/def2-TZVPD

Its LUMO energy is -0.139 hartree. The structure (SMILES) is CN(C)/C=[NH+]/C(C)(C)I. The total charge is +1. The value obtained for the frontier orbital gap is 0.3403 Ha. The energy is -643.92726 Ha. For the max |F|, the calculation gives 6.17 eV/Å. The calculation puts the HOMO energy at -13.05 eV.

Each line ends with the Mulliken charge.
Element x y z (Å)
1 C -0.2966 2.8535 -1.0777  -0.879
2 N -0.6703 1.4875 -0.8921  0.099
3 C -2.0106 1.1096 -1.3126  -1.127
4 C 0.1532 0.7448 -0.1841  -0.164
5 N -0.1904 -0.4859 0.1727  -0.179
6 C 0.8448 -1.4559 0.5761  0.170
7 C 1.6964 -0.9348 1.7027  -1.359
8 C 0.0720 -2.6983 1.0936  -1.398
9 I 2.0347 -2.0091 -1.0984  0.213
10 H -1.0818 3.4853 -1.6499  0.284
11 H -0.0559 3.3599 -0.1514  0.367
12 H 0.6052 2.9172 -1.7169  0.375
13 H -2.0701 0.0193 -1.8065  0.351
14 H -2.6167 1.2154 -0.4907  0.421
15 H -2.2307 1.6872 -2.2390  0.393
16 H 1.0636 1.0421 0.0939  0.653
17 H -1.0570 -0.9294 -0.1167  0.339
18 H 2.5310 -0.2927 1.2490  0.387
19 H 2.3943 -1.7045 2.0330  0.402
20 H 1.0523 -0.2006 2.1861  0.403
21 H -0.6455 -3.2537 0.4431  0.461
22 H 0.7922 -3.5235 1.0541  0.441
23 H -0.3139 -2.4334 2.1315  0.345

=====

[4]
Molecular formula: C6H13FFeNO2P
Method: DFT, ωB97M-V/def2-TZVPD

Its LUMO energy (spin up / spin down) is -0.541 / -0.570 hartree. As for the multiplicity: 6. The total charge is +3. The value obtained for the frontier orbital gap (spin up / spin down) is 0.2252 / 0.2219 Ha. The energy is -2145.30294 Ha. For the max |F|, the calculation gives 2.38 eV/Å. The calculation puts the HOMO energy (spin up / spin down) at -20.85 / -21.55 eV. The expectation value of S² is 8.756.

Each line ends with the Löwdin spin population.
Element x y z (Å)
1 C 2.9961 -0.2005 1.0221  0.001
2 C 1.9706 -0.3154 -0.1094  0.001
3 F 1.9282 0.8484 -0.8452  0.002
4 C 0.5940 -0.5768 0.4705  0.020
5 N -0.4807 -0.6598 -0.5962  0.077
6 C -1.3264 -1.6979 -0.4936  0.029
7 O -1.0156 -2.8884 -0.1793  0.118
8 O -2.5764 -1.4848 -0.8592  0.072
9 P -1.4122 0.8495 -0.7705  0.597
10 C -0.5045 2.0837 -1.6724  0.098
11 C -2.0924 1.4136 0.7861  0.085
12 H 3.5683 -1.1113 1.1575  0.000
13 H 3.6676 0.6127 0.7581  0.000
14 H 2.5010 0.0987 1.9465  0.000
15 H 2.2907 -1.1349 -0.7567  0.000
16 H 0.3727 0.2160 1.1852  0.002
17 H 0.6717 -1.4958 1.0466  0.004
18 H -3.2005 -1.6177 -0.1198  0.001
19 H 0.0870 1.6132 -2.4552  -0.001
20 H 0.1083 2.6774 -0.9915  0.027
21 H -1.2411 2.7212 -2.1710  0.006
22 H -2.4350 0.5559 1.3668  -0.001
23 H -2.9804 2.0100 0.5657  0.003
24 H -1.3712 1.9704 1.3859  0.021
25 Fe -0.1200 -4.4873 0.3289  3.837